13
Properties=species:S:1:pos:R:3:forces:R:3 method="wB97M-V/def2-TZVPD" e_above_lowest_kcal_mol=127.2 total_energy_ev=-10845.801 largest_force_ev_per_a=9.6 homo_ev=-8.26 smiles="O=CN1C=COC=C1" total_charge=0 lumo_ev=0.40 gap_ev=8.658
O -2.934 -0.414 0.207 5.33 3.88 -4.41
C -1.968 0.360 -0.396 -2.88 -0.27 5.45
N -0.616 0.101 -0.377 -2.15 -1.01 1.20
C -0.294 -1.366 0.002 7.85 5.32 -1.53
C 1.132 -1.418 -0.060 -7.55 -0.22 0.70
O 1.996 -0.462 -0.147 1.95 5.17 -0.75
C 1.613 0.946 -0.014 -0.52 0.59 2.74
C 0.308 1.268 0.025 -0.78 -3.47 -0.63
H -2.040 1.548 -0.449 -0.90 -2.39 -0.62
H -0.922 -2.155 0.197 -1.71 -1.06 0.20
H 1.606 -2.303 -0.066 1.60 -3.19 0.39
H 2.300 1.759 0.561 -0.89 -2.76 -1.87
H -0.182 2.136 0.517 0.66 -0.59 -0.89

=====

44
Properties=species:S:1:pos:R:3:forces:R:3 method="wB97M-V/def2-TZVPD" e_above_lowest_kcal_mol=2.1 total_energy_ev=-33633.716 largest_force_ev_per_a=0.6 homo_ev=-20.24 total_charge=+3 lumo_ev=-11.94 gap_ev=8.303
Ta -0.274 -0.153 -0.096 -0.22 0.50 -0.22
O -1.221 -1.687 1.006 0.13 -0.31 0.16
C -2.679 -1.592 1.304 -0.02 0.10 -0.02
C -3.293 -1.096 0.024 -0.06 0.00 -0.05
N -2.627 0.169 -0.432 0.14 -0.17 0.16
C -3.079 1.362 0.333 -0.01 0.03 0.05
C -2.007 1.888 1.273 0.12 -0.21 0.10
O -2.045 2.808 1.987 -0.06 0.08 -0.02
O -0.828 1.073 1.179 -0.07 0.39 -0.06
C -2.818 0.326 -1.896 -0.02 -0.05 -0.05
C -1.848 -0.572 -2.638 0.19 -0.21 0.21
O -1.920 -1.083 -3.678 -0.04 0.06 -0.10
O -0.663 -0.748 -1.801 -0.13 0.13 -0.28
H -0.785 -2.332 1.585 -0.03 -0.02 -0.02
H -3.033 -2.586 1.568 -0.02 0.00 -0.04
H -2.789 -0.920 2.156 0.00 0.01 -0.02
H -3.155 -1.849 -0.754 -0.01 0.00 0.00
H -4.367 -0.940 0.147 0.00 0.01 0.02
H -3.341 2.178 -0.342 -0.01 0.00 -0.01
H -3.977 1.153 0.918 0.03 -0.01 0.03
H -3.837 0.094 -2.211 0.01 -0.01 0.00
H -2.604 1.357 -2.190 0.01 0.00 -0.02
C 3.229 -2.218 -0.968 0.01 -0.02 0.01
Sb 2.244 -1.415 0.721 0.07 -0.12 0.04
C 2.066 -2.960 2.150 -0.09 0.02 -0.01
C 3.525 0.046 1.558 0.02 -0.03 0.02
H 4.175 -2.627 -0.614 0.00 -0.01 -0.01
H 3.420 -1.435 -1.698 0.00 0.00 0.00
H 2.625 -3.008 -1.408 0.00 0.00 0.00
H 3.072 -3.320 2.360 0.00 0.00 0.00
H 1.476 -3.782 1.745 0.02 -0.03 0.01
H 1.626 -2.574 3.068 0.02 -0.01 0.02
H 4.419 -0.486 1.887 0.01 0.02 0.01
H 3.055 0.528 2.412 -0.01 0.00 -0.01
H 3.805 0.774 0.800 0.00 0.00 0.00
C 2.098 3.445 -1.457 0.00 0.02 0.03
C 1.297 2.762 -0.397 -0.03 -0.11 0.00
O 0.828 1.374 -0.952 -0.04 -0.06 0.10
H 2.403 4.416 -1.057 0.00 0.00 -0.01
H 1.511 3.646 -2.355 -0.01 0.00 0.00
H 3.009 2.900 -1.708 0.00 0.00 0.00
H 0.365 3.259 -0.142 0.03 0.02 -0.01
H 1.854 2.500 0.498 0.01 0.03 0.01
H 1.093 1.326 -1.887 0.05 -0.03 -0.04

=====

47
Properties=species:S:1:pos:R:3:forces:R:3 method="wB97M-V/def2-TZVPD" e_above_lowest_kcal_mol=0.0 total_energy_ev=-68767.475 largest_force_ev_per_a=0.5 homo_ev="-11.36 / -11.39" multiplicity=2 s_squared=0.76 total_charge=+1 lumo_ev="-5.32 / -4.89" gap_ev="6.043 / 6.501"
Tc 0.675 -0.182 0.308 0.41 -0.35 -0.05
O -1.336 0.486 0.400 -0.02 0.07 0.15
C -1.697 0.869 1.742 0.00 -0.12 -0.09
C -0.521 1.582 2.375 0.02 -0.03 0.01
N 0.740 0.793 2.202 0.03 0.03 0.02
C 1.894 1.710 2.072 -0.05 -0.03 -0.03
C 1.768 2.400 0.712 0.06 0.04 0.02
O 2.118 3.520 0.486 0.00 -0.12 0.00
O 1.207 1.609 -0.229 -0.27 0.09 0.06
C 0.887 -0.296 3.191 -0.03 0.03 -0.04
C 0.113 -1.534 2.726 0.06 -0.01 0.05
O -0.306 -2.364 3.468 0.04 0.02 -0.05
O -0.018 -1.598 1.379 -0.26 0.19 -0.02
H -1.657 1.143 -0.293 0.21 0.12 -0.09
H -1.959 -0.048 2.267 -0.03 0.00 0.02
H -2.575 1.511 1.716 0.01 0.05 -0.01
H -0.696 1.781 3.434 0.00 -0.02 0.01
H -0.381 2.539 1.872 0.00 0.03 0.01
H 2.811 1.119 2.063 0.02 0.00 0.02
H 1.942 2.450 2.871 -0.02 0.02 0.01
H 0.554 -0.003 4.185 0.00 0.02 0.03
H 1.939 -0.581 3.242 0.01 -0.01 -0.02
Cl 3.960 -3.906 -4.424 0.01 -0.02 -0.02
C 3.529 -3.014 -3.015 -0.03 0.02 0.03
C 4.420 -2.898 -1.985 -0.04 -0.02 -0.06
C 4.098 -2.168 -0.819 -0.22 0.12 0.01
I 5.480 -2.000 0.710 -0.02 0.01 0.00
C 2.865 -1.569 -0.708 0.14 -0.12 -0.13
O 2.469 -0.853 0.360 -0.08 0.06 0.06
C 1.940 -1.703 -1.770 0.10 0.02 0.11
N 0.736 -1.086 -1.577 -0.03 0.07 0.01
C -0.173 -1.120 -2.541 0.00 -0.03 0.03
C 0.058 -1.791 -3.744 -0.03 0.01 -0.01
C 1.253 -2.438 -3.942 0.03 -0.04 -0.02
C 2.243 -2.406 -2.941 0.08 -0.04 -0.04
H 5.389 -3.370 -2.064 -0.01 0.00 -0.01
H -1.102 -0.596 -2.355 0.02 0.00 0.00
H -0.712 -1.795 -4.502 0.01 0.00 0.02
H 1.446 -2.971 -4.864 0.00 0.01 0.02
N -1.788 4.477 -3.184 0.02 0.00 0.03
C -1.253 3.533 -2.403 0.08 0.01 0.03
N 0.040 3.631 -2.103 -0.09 0.06 0.02
S -2.246 2.261 -1.866 -0.17 -0.07 -0.07
H -1.250 5.245 -3.548 0.00 -0.02 -0.01
H -2.766 4.420 -3.406 -0.02 0.00 0.00
H 0.579 4.447 -2.341 0.01 -0.01 -0.01
H 0.465 2.950 -1.493 0.03 -0.06 0.01

=====

16
Properties=species:S:1:pos:R:3:forces:R:3 method="wB97M-V/def2-TZVPD" e_above_lowest_kcal_mol=6.0 total_energy_ev=-4342.269 largest_force_ev_per_a=1.5 homo_ev=-11.74 smiles=CC.CC total_charge=0 lumo_ev=1.19 gap_ev=12.927
C -1.337 0.354 -1.564 0.33 0.92 0.15
C -2.265 -0.418 -0.635 0.01 -0.23 -0.65
H -1.865 1.260 -1.891 0.19 -0.13 -0.02
H -0.451 0.699 -1.024 -0.09 0.03 0.02
H -0.938 -0.109 -2.469 -0.43 -0.51 0.18
H -2.577 0.224 0.178 -0.16 0.18 0.13
H -1.819 -1.295 -0.180 0.21 -0.22 -0.07
H -3.149 -0.735 -1.193 -0.07 -0.06 0.20
C 2.067 -0.661 0.860 0.24 0.13 0.80
C 1.495 0.701 1.336 0.56 -0.96 -1.04
H 1.492 -1.127 0.064 0.09 0.05 -0.15
H 3.126 -0.569 0.604 -0.25 0.05 -0.50
H 2.096 -1.357 1.692 -0.21 -0.26 0.16
H 2.349 1.360 1.438 -0.21 0.41 0.48
H 0.913 0.581 2.238 -0.01 0.25 0.24
H 0.864 1.091 0.547 -0.18 0.33 0.06